No. 1
This record from the Open Molecules 2025 dataset describes C28H36ClN8SZr as an isolated structure. The level of theory is wB97M-V/def2-TZVPD.

Element x y z (Å)
Zr 0.02 -0.78 -0.29
C 3.72 1.68 0.57
C 2.33 1.12 0.49
N 2.11 -0.14 0.05
C 3.23 -1.05 -0.12
C 2.71 -2.39 -0.64
N 1.43 -2.67 0.05
C 0.81 -4.01 -0.13
C -0.58 -3.93 -0.76
N -1.29 -2.77 -0.21
C -2.57 -2.38 -0.84
C -3.16 -1.27 0.02
N -2.10 -0.33 0.36
C -2.34 0.74 1.07
C -3.71 1.06 1.58
C -1.19 1.57 1.29
C -1.23 2.81 1.86
C -0.05 3.60 1.94
C 1.12 3.09 1.44
C 1.19 1.80 0.88
N 0.00 1.02 0.78
H 4.22 1.60 -0.40
H 4.33 1.12 1.29
H 3.73 2.72 0.87
H 3.75 -1.22 0.84
H 3.98 -0.68 -0.82
H 3.44 -3.19 -0.45
H 2.52 -2.35 -1.71
H 1.56 -2.53 1.05
H 0.73 -4.47 0.86
H 1.46 -4.65 -0.73
H -1.12 -4.86 -0.57
H -0.53 -3.81 -1.84
H -1.45 -2.91 0.79
H -3.26 -3.22 -0.91
H -2.35 -2.01 -1.84
H -3.59 -1.70 0.94
H -3.98 -0.79 -0.52
H -4.40 1.22 0.75
H -3.72 1.93 2.22
H -4.09 0.21 2.16
H -2.16 3.20 2.24
H -0.09 4.59 2.37
H 2.02 3.69 1.49
Cl -2.38 4.50 -0.95
C -1.00 3.66 -1.55
C 0.17 4.34 -1.86
C 1.22 3.60 -2.37
C 1.11 2.24 -2.53
N -0.04 1.59 -2.21
C -1.08 2.30 -1.75
H 0.24 5.41 -1.71
H 2.16 4.08 -2.63
H 1.91 1.61 -2.88
H -1.98 1.73 -1.54
N -0.12 -1.02 5.24
C 0.22 -0.93 3.95
N 0.90 0.15 3.56
S -0.19 -2.17 2.87
H 0.18 -0.34 5.92
H -0.55 -1.87 5.56
H 1.01 0.95 4.16
H 0.97 0.32 2.56
C -0.12 0.14 -2.24
C 0.22 -0.43 -3.54
C 0.56 -1.79 -3.68
C 0.84 -2.38 -4.90
C 0.78 -1.63 -6.07
C 0.43 -0.29 -5.97
C 0.15 0.29 -4.75
H 0.63 -2.40 -2.78
H 1.10 -3.43 -4.94
H 0.99 -2.08 -7.02
H 0.36 0.31 -6.87
H -0.15 1.34 -4.73

Calculated values
Gap between HOMO and LUMO, eV: 5.45
HOMO, eV: -8.2
Total charge: +1

No. 2
This record from the Open Molecules 2025 dataset describes C28H36F3FeN3S3Sb as an isolated structure. The level of theory is wB97M-V/def2-TZVPD.

Element x y z (Å)
Fe 0.29 0.89 -0.53
C 2.92 2.60 -2.23
N 2.63 1.18 -2.02
C 2.25 0.51 -3.26
C 1.66 -0.86 -2.95
N 0.39 -0.85 -2.19
C 0.31 -2.12 -1.45
C -0.76 -0.60 -3.04
C -1.41 -1.68 -3.64
C -2.54 -1.50 -4.42
C -3.04 -0.21 -4.61
C -2.40 0.86 -4.02
C -1.26 0.70 -3.22
S -0.56 2.13 -2.49
C 3.76 0.57 -1.35
C 4.94 0.29 -2.03
C 6.06 -0.19 -1.37
C 5.99 -0.41 0.00
C 4.82 -0.14 0.69
C 3.69 0.37 0.03
S 2.25 0.72 0.95
H 3.80 2.74 -2.88
H 3.12 3.06 -1.27
H 2.06 3.07 -2.69
H 3.10 0.37 -3.95
H 1.51 1.13 -3.76
H 2.40 -1.39 -2.33
H 1.53 -1.42 -3.88
H 0.56 -2.98 -2.08
H -0.70 -2.25 -1.06
H 1.01 -2.08 -0.62
H -1.04 -2.68 -3.50
H -3.04 -2.35 -4.85
H -3.93 -0.06 -5.20
H -2.79 1.86 -4.15
H 5.00 0.47 -3.10
H 6.97 -0.39 -1.92
H 6.85 -0.79 0.53
H 4.75 -0.32 1.75
F -4.91 3.13 0.72
C -4.24 3.02 1.88
F -4.61 1.86 2.46
F -4.75 4.00 2.68
C -2.76 3.17 1.74
C -2.12 4.18 2.43
C -0.74 4.32 2.34
C -0.07 3.44 1.52
N -0.66 2.47 0.83
C -2.00 2.27 0.93
S -2.66 0.91 0.15
H -2.70 4.84 3.06
H -0.22 5.09 2.88
H 1.01 3.50 1.39
C 0.33 -2.97 3.83
C 0.59 -2.40 2.43
Sb -0.75 -0.85 1.61
C -2.50 -2.10 1.17
C -2.50 -3.54 1.68
C -1.43 -0.01 3.51
C -2.46 -0.82 4.30
H 1.14 -3.65 4.12
H -0.60 -3.53 3.87
H 0.29 -2.17 4.57
H 0.60 -3.21 1.69
H 1.57 -1.92 2.40
H -2.59 -2.08 0.08
H -3.36 -1.55 1.55
H -1.64 -4.10 1.31
H -3.40 -4.06 1.35
H -2.48 -3.57 2.77
H -1.84 0.97 3.27
H -0.52 0.15 4.10
H -3.38 -0.94 3.72
H -2.71 -0.30 5.23
H -2.09 -1.81 4.55

Calculated values
<S²>: 6.014
Gap between HOMO and LUMO (alpha / beta), eV: 6.75 / 6.89
HOMO (alpha / beta), eV: -4.0 / -4.2
Multiplicity: 5
Total charge: -1

No. 3
This record from the Open Molecules 2025 dataset describes C28H36LaP2Si as an isolated structure. The level of theory is wB97M-V/def2-TZVPD.

Element x y z (Å)
C 0.80 2.56 2.91
C 1.21 2.95 1.58
C 0.02 3.17 0.78
H 2.24 3.02 1.22
C -1.13 2.91 1.62
C -0.66 2.53 2.94
H -1.27 2.23 3.78
H 1.46 2.29 3.73
H 0.00 3.41 -0.28
H -2.17 2.94 1.30
La 0.11 0.72 1.43
C -0.33 0.30 -0.74
H -1.26 0.79 -0.98
H -0.38 -0.75 -0.88
H 0.50 0.75 -1.29
Si -0.49 -1.13 -4.71
C 1.29 -0.90 -5.18
C 1.95 0.32 -4.93
H 1.41 1.14 -4.47
C 3.30 0.49 -5.26
H 3.79 1.44 -5.06
C 4.01 -0.55 -5.86
H 5.06 -0.42 -6.12
C 3.37 -1.76 -6.12
H 3.92 -2.58 -6.59
C 2.03 -1.93 -5.79
H 1.54 -2.88 -6.00
C -1.48 0.39 -5.11
C -1.28 1.08 -6.32
H -0.53 0.74 -7.02
C -2.04 2.21 -6.63
H -1.87 2.73 -7.57
C -3.00 2.68 -5.74
H -3.59 3.57 -5.98
C -3.20 2.01 -4.53
H -3.95 2.38 -3.83
C -2.45 0.88 -4.22
H -2.62 0.37 -3.27
H -0.64 -1.40 -3.26
H -1.00 -2.32 -5.44
C 3.17 -0.66 4.61
P 1.71 -0.45 3.57
C 2.19 -1.82 2.39
C 0.38 -0.75 4.84
C 0.62 -0.57 6.20
C -0.36 -0.81 7.16
C -1.62 -1.23 6.78
C -1.91 -1.40 5.43
C -0.93 -1.13 4.48
P -1.33 -1.28 2.71
C -2.88 -0.28 2.67
C -1.41 -3.08 2.66
H 4.07 -0.66 3.99
H 3.11 -1.61 5.16
H 3.24 0.18 5.30
H 2.54 -2.68 2.96
H 1.35 -2.09 1.75
H 3.01 -1.43 1.76
H 1.60 -0.25 6.58
H -0.13 -0.68 8.22
H -2.39 -1.43 7.54
H -2.92 -1.72 5.15
H -2.71 0.74 3.07
H -3.23 -0.21 1.64
H -3.64 -0.77 3.28
H -2.11 -3.44 3.41
H -0.40 -3.48 2.87
H -1.71 -3.39 1.66

Calculated values
Gap between HOMO and LUMO, eV: 7.32
HOMO, eV: -10.3
Total charge: +1

No. 4
This record from the Open Molecules 2025 dataset describes C28H37Cl2N6OS3Sn as an isolated structure. The level of theory is wB97M-V/def2-TZVPD.

Element x y z (Å)
Sn -0.24 -0.36 -0.23
C -2.32 1.72 2.22
C -2.42 2.12 0.76
N -2.37 0.99 -0.18
C -3.58 0.17 -0.21
C -3.61 -0.86 0.90
C -4.81 -1.29 1.47
C -4.75 -2.27 2.45
C -3.52 -2.77 2.84
C -2.37 -2.27 2.22
C -0.98 -2.76 2.59
N -0.01 -1.71 2.63
C 0.02 -0.81 3.75
C -1.10 0.23 3.73
N -1.11 0.99 2.50
N -2.44 -1.35 1.27
H -3.17 1.09 2.50
H -2.42 2.64 2.82
H -1.59 2.79 0.50
H -3.36 2.68 0.62
H -2.19 1.34 -1.12
H -3.58 -0.39 -1.15
H -4.48 0.79 -0.17
H -5.75 -0.87 1.15
H -5.66 -2.63 2.91
H -3.44 -3.52 3.62
H -0.69 -3.47 1.81
H -1.05 -3.32 3.54
H 0.91 -1.95 2.28
H 0.99 -0.30 3.72
H -0.03 -1.34 4.72
H -0.99 0.86 4.63
H -2.06 -0.27 3.82
H -0.29 1.57 2.37
S 1.04 1.95 0.21
C 0.81 2.92 -1.24
C 1.19 4.27 -1.21
C 1.07 5.09 -2.32
C 0.55 4.56 -3.50
C 0.17 3.23 -3.55
C 0.29 2.38 -2.44
S -0.22 0.71 -2.63
H 1.59 4.66 -0.28
H 1.37 6.13 -2.26
H 0.44 5.18 -4.38
H -0.23 2.81 -4.46
Cl 0.83 -3.58 -2.11
C -0.34 -3.37 -3.40
C 0.11 -3.62 -4.68
C -0.76 -3.46 -5.76
C -2.06 -3.06 -5.51
C -2.47 -2.81 -4.21
Cl -4.13 -2.29 -4.01
C -1.65 -2.96 -3.08
S -2.18 -2.65 -1.46
H 1.14 -3.93 -4.83
H -0.42 -3.65 -6.77
H -2.76 -2.92 -6.32
C 3.33 -1.38 -1.00
N 3.84 -0.21 -0.30
C 4.06 0.94 -1.17
C 3.53 -0.06 1.02
O 2.76 -0.82 1.62
N 4.15 0.99 1.67
C 3.62 1.31 2.98
C 5.56 1.25 1.50
H 4.05 -1.68 -1.76
H 2.38 -1.16 -1.50
H 3.18 -2.19 -0.29
H 3.25 1.01 -1.89
H 5.01 0.85 -1.71
H 4.07 1.86 -0.58
H 2.54 1.35 2.94
H 3.99 2.30 3.27
H 3.92 0.58 3.75
H 5.91 0.81 0.57
H 6.14 0.83 2.32
H 5.75 2.33 1.46

Calculated values
Gap between HOMO and LUMO, eV: 6.27
HOMO, eV: -3.7
Total charge: -1

No. 5
This record from the Open Molecules 2025 dataset describes a 4-piece molecular cluster, C28H37ClN4O3PS overall. The level of theory is wB97M-V/def2-TZVPD.

Element x y z (Å)
O 2.45 0.51 2.60
C 3.41 -0.17 2.32
C 3.26 -1.71 2.28
C 2.05 -2.19 1.46
P 2.50 -2.96 -0.26
C 0.67 -2.80 -0.85
C 0.36 -1.50 -1.64
C -0.86 -0.72 -1.09
C -0.44 0.51 -0.26
S -1.93 1.18 0.55
O -1.64 2.44 1.17
O -2.97 1.24 -0.43
Cl -2.55 -0.23 1.93
N 4.70 0.45 2.01
C 4.82 0.45 0.56
C 3.82 1.09 -0.15
C 3.87 1.09 -1.53
C 4.93 0.46 -2.17
C 5.90 -0.17 -1.45
C 5.87 -0.18 -0.06
H 3.06 -1.98 3.33
H 4.19 -2.20 1.96
H 1.30 -1.40 1.30
H 1.57 -2.99 2.04
H 2.86 -1.61 -0.73
H 3.90 -3.22 0.14
H 2.18 -4.30 0.17
H 2.84 -3.52 -1.60
H 0.45 -3.65 -1.51
H -0.02 -2.90 0.00
H 0.05 -1.80 -2.66
H 1.23 -0.84 -1.78
H -1.44 -0.33 -1.94
H -1.53 -1.34 -0.48
H 0.30 0.30 0.52
H -0.09 1.35 -0.86
H 5.42 -0.21 2.32
H 2.99 1.59 0.34
H 3.06 1.58 -2.06
H 4.96 0.48 -3.25
H 6.73 -0.68 -1.93
H 6.64 -0.68 0.51
N 1.56 -6.53 0.72
C 1.42 -7.42 1.70
C 1.49 -8.79 1.52
C 1.72 -9.27 0.24
C 1.87 -8.36 -0.80
C 1.78 -7.00 -0.50
H 1.24 -7.00 2.69
H 1.38 -9.47 2.35
H 1.79 -10.33 0.05
H 2.05 -8.69 -1.81
H 1.89 -6.25 -1.28
N -3.39 4.17 -3.52
C -4.57 4.57 -3.98
C -5.73 4.59 -3.22
C -5.65 4.16 -1.90
C -4.43 3.74 -1.41
C -3.34 3.76 -2.25
H -4.58 4.90 -5.02
H -6.66 4.94 -3.64
H -6.54 4.16 -1.27
H -4.33 3.39 -0.39
H -2.36 3.44 -1.91
N -5.00 8.39 2.52
C -5.14 7.52 3.52
C -5.18 6.14 3.35
C -5.08 5.64 2.07
C -4.93 6.52 1.01
C -4.90 7.88 1.29
H -5.22 7.96 4.51
H -5.30 5.49 4.20
H -5.11 4.57 1.89
H -4.85 6.17 -0.01
H -4.78 8.61 0.49

Calculated values
Gap between HOMO and LUMO, eV: 5.73
HOMO, eV: -3.5
Total charge: -1

No. 6
This record from the Open Molecules 2025 dataset describes C28H37CoN9O4PSSi as an isolated structure. The level of theory is wB97M-V/def2-TZVPD.

Element x y z (Å)
Co -0.30 -1.29 1.51
N -3.03 1.20 3.50
C -1.77 0.79 3.38
N -1.70 -0.09 2.41
C -2.98 -0.19 1.96
N -3.83 0.58 2.60
C -3.31 -1.13 0.89
C -4.59 -1.29 0.37
N -4.84 -2.20 -0.56
C -3.81 -2.93 -0.98
C -2.53 -2.77 -0.46
N -2.28 -1.87 0.48
H -3.42 1.87 4.14
H -0.95 1.14 3.99
H -5.41 -0.68 0.73
H -4.01 -3.67 -1.74
H -1.71 -3.39 -0.79
S -0.89 -3.65 3.75
C -0.62 -2.57 2.73
N 4.37 -0.17 1.18
C 4.42 0.61 2.28
N 5.51 1.35 2.49
N 3.45 0.69 3.18
C 2.30 0.14 2.91
N 1.26 -0.34 2.72
H 5.11 -0.17 0.51
H 3.63 -0.86 1.08
H 6.30 1.34 1.86
H 5.50 2.00 3.25
C 0.01 2.99 1.68
C 0.46 2.86 0.23
C 1.99 2.79 0.23
C 0.04 4.12 -0.55
Si -0.21 1.30 -0.63
O 0.12 -0.08 0.12
C 0.66 1.26 -2.31
C 1.92 0.66 -2.40
C 2.63 0.65 -3.60
C 2.09 1.24 -4.73
C 0.84 1.84 -4.66
C 0.14 1.85 -3.46
C -2.07 1.42 -1.00
C -2.57 0.57 -2.00
C -3.92 0.55 -2.33
C -4.81 1.37 -1.66
C -4.34 2.22 -0.66
C -2.99 2.24 -0.35
H 0.44 3.90 2.13
H 0.36 2.14 2.26
H -1.07 3.06 1.79
H 2.41 3.64 0.77
H 2.40 2.81 -0.79
H 2.34 1.87 0.71
H 0.47 5.01 -0.09
H -1.05 4.25 -0.58
H 0.40 4.08 -1.59
H 2.35 0.19 -1.52
H 3.61 0.18 -3.65
H 2.63 1.23 -5.66
H 0.41 2.30 -5.54
H -0.84 2.32 -3.43
H -1.89 -0.07 -2.55
H -4.28 -0.11 -3.11
H -5.86 1.36 -1.91
H -5.03 2.87 -0.14
H -2.65 2.93 0.42
C 1.34 -5.21 -0.20
O 0.59 -4.15 0.44
P 1.12 -2.64 0.47
O 1.60 -2.32 -1.00
C 0.62 -2.27 -2.06
O 2.61 -2.72 1.09
C 2.80 -3.32 2.38
H 0.63 -5.88 -0.66
H 1.91 -5.74 0.56
H 2.02 -4.81 -0.95
H 0.22 -3.26 -2.25
H 1.14 -1.90 -2.94
H -0.17 -1.57 -1.79
H 2.43 -4.35 2.38
H 2.30 -2.74 3.15
H 3.87 -3.33 2.56

Calculated values
<S²>: 0.769
Gap between HOMO and LUMO (alpha / beta), eV: 7.73 / 7.77
HOMO (alpha / beta), eV: -10.8 / -10.7
Multiplicity: 2
Total charge: +1

Values of max |F|, in order: 0.71 0.73 4.87 0.12 1.79 0.18, all in eV/Å.